[1]
{"formula": "C23H21F2N7NiP", "method": "ωB97M-V/def2-TZVPD", "species": ["Ni", "C", "N", "C", "C", "N", "C", "P", "C", "N", "C", "C", "N", "C", "C", "N", "C", "C", "N", "C", "H", "H", "H", "H", "H", "H", "H", "H", "H", "H", "H", "H", "H", "H", "H", "F", "C", "C", "C", "C", "C", "F", "C", "C", "C", "C", "C", "C", "N", "H", "H", "H", "H", "H", "H"], "coordinates": [[-0.583, -0.278, 0.653], [4.752, 0.840, 1.513], [3.398, 0.446, 1.876], [2.981, 0.119, 3.132], [1.655, -0.179, 3.026], [1.247, -0.044, 1.728], [2.327, 0.339, 1.052], [2.452, 0.723, -0.725], [1.651, -0.791, -1.327], [0.560, -1.308, -0.793], [0.284, -2.447, -1.488], [1.229, -2.618, -2.458], [2.092, -1.563, -2.351], [3.258, -1.328, -3.190], [1.023, 1.843, -0.788], [-0.131, 1.597, -0.195], [-0.932, 2.673, -0.434], [-0.245, 3.585, -1.183], [0.994, 3.050, -1.406], [2.066, 3.674, -2.167], [5.362, 0.823, 2.412], [4.760, 1.846, 1.101], [5.171, 0.145, 0.789], [3.645, 0.128, 3.977], [1.005, -0.469, 3.827], [-0.576, -3.055, -1.264], [1.360, -3.384, -3.202], [3.339, -2.147, -3.899], [4.162, -1.293, -2.586], [3.151, -0.395, -3.741], [-1.945, 2.718, -0.073], [-0.524, 4.548, -1.572], [1.722, 4.646, -2.508], [2.321, 3.068, -3.035], [2.947, 3.809, -1.544], [-3.300, 0.060, -3.851], [-3.304, -0.219, -2.536], [-2.124, -0.110, -1.827], [-2.116, -0.396, -0.467], [-3.306, -0.791, 0.160], [-4.468, -0.883, -0.605], [-5.629, -1.260, -0.035], [-4.497, -0.604, -1.953], [-3.178, -1.084, 1.591], [-4.209, -1.503, 2.431], [-3.944, -1.762, 3.761], [-2.654, -1.606, 4.236], [-1.685, -1.184, 3.349], [-1.918, -0.919, 2.064], [-1.229, 0.200, -2.354], [-5.411, -0.684, -2.522], [-5.203, -1.624, 2.036], [-4.739, -2.089, 4.418], [-2.396, -1.803, 5.266], [-0.670, -1.058, 3.682]], "forces_ev_per_angstrom": [[0.1, 0.1, 0.0], [0.0, 0.0, 0.0], [0.0, 0.0, 0.0], [0.0, 0.0, 0.0], [0.0, 0.0, 0.1], [0.0, 0.0, 0.0], [0.0, 0.0, -0.1], [0.0, 0.0, 0.0], [0.0, 0.0, 0.0], [0.0, -0.1, 0.0], [0.0, 0.0, 0.0], [0.0, 0.0, 0.0], [0.0, 0.0, 0.0], [0.0, 0.0, 0.0], [0.0, 0.0, 0.0], [0.0, 0.0, 0.0], [0.0, 0.0, 0.0], [0.0, 0.0, 0.0], [0.0, 0.0, 0.0], [0.0, 0.0, 0.0], [0.0, 0.0, 0.0], [0.0, 0.0, 0.0], [0.0, 0.0, 0.0], [0.0, 0.0, 0.0], [0.0, 0.0, 0.0], [0.0, 0.0, 0.0], [0.0, 0.0, 0.0], [0.0, 0.0, 0.0], [0.0, 0.0, 0.0], [0.0, 0.0, 0.0], [0.0, 0.0, 0.0], [0.0, 0.0, 0.0], [0.0, 0.0, 0.0], [0.0, 0.0, 0.0], [0.0, 0.0, 0.0], [0.0, 0.0, 0.0], [0.0, 0.0, 0.0], [0.0, 0.0, 0.1], [0.0, 0.0, -0.1], [0.1, 0.0, 0.0], [0.0, 0.0, 0.0], [0.0, 0.0, 0.0], [0.0, 0.0, 0.0], [0.0, 0.0, 0.0], [0.0, 0.0, 0.0], [0.0, 0.0, 0.0], [0.0, 0.0, 0.0], [0.0, 0.0, 0.0], [-0.1, 0.0, -0.1], [0.0, 0.0, 0.0], [0.0, 0.0, 0.0], [0.0, 0.0, 0.0], [0.0, 0.0, 0.0], [0.0, 0.0, 0.0], [0.0, 0.0, 0.0]], "de_lowest_kcal_mol": 4.9, "total_charge": 1, "energy_ha": -3321.59868, "orbital_gap_ev": [8.5, 8.5], "mol_weight_g_mol": 523.13, "spin_multiplicity": 1}

[2]
{"formula": "C23H21N3O", "method": "ωB97M-V/def2-TZVPD", "species": ["C", "N", "C", "C", "C", "O", "N", "C", "C", "C", "C", "C", "C", "C", "C", "C", "C", "C", "C", "C", "C", "C", "C", "C", "C", "C", "N", "H", "H", "H", "H", "H", "H", "H", "H", "H", "H", "H", "H", "H", "H", "H", "H", "H", "H", "H", "H", "H"], "coordinates": [[2.620, 3.594, 4.344], [1.617, 3.015, 3.426], [0.905, 3.933, 2.499], [0.007, 4.777, 3.342], [0.073, 3.170, 1.454], [-0.703, 3.724, 0.672], [0.204, 1.807, 1.353], [-0.346, 0.946, 0.471], [-1.637, 1.015, -0.053], [-2.098, -0.014, -0.902], [-3.455, 0.035, -1.446], [-4.123, -1.158, -1.765], [-5.414, -1.064, -2.265], [-6.098, 0.122, -2.345], [-5.410, 1.296, -2.146], [-4.125, 1.265, -1.657], [-1.189, -1.030, -1.245], [0.096, -1.009, -0.697], [1.059, -1.996, -1.072], [1.897, -2.848, -1.264], [2.880, -3.857, -1.529], [3.461, -4.625, -0.512], [4.460, -5.548, -0.816], [4.817, -5.733, -2.132], [4.274, -4.996, -3.149], [3.238, -4.075, -2.871], [0.463, -0.073, 0.215], [3.183, 4.387, 3.860], [3.334, 2.836, 4.623], [2.145, 4.017, 5.259], [0.963, 2.369, 3.908], [1.645, 4.588, 2.059], [-0.537, 5.484, 2.748], [0.611, 5.349, 4.089], [-0.779, 4.190, 3.828], [0.996, 1.418, 1.831], [-2.306, 1.841, 0.157], [-3.629, -2.100, -1.634], [-6.047, -1.961, -2.439], [-7.146, 0.073, -2.624], [-5.902, 2.249, -2.314], [-3.600, 2.208, -1.533], [-1.392, -1.799, -1.967], [3.152, -4.473, 0.512], [4.900, -6.135, 0.001], [5.566, -6.439, -2.369], [4.576, -5.247, -4.175], [2.794, -3.529, -3.728]], "forces_ev_per_angstrom": [[-1.4, 0.1, 0.1], [0.3, -0.9, -0.6], [0.1, -1.4, 1.8], [-0.6, 1.2, 0.6], [-1.1, 0.1, -2.1], [0.8, 0.3, 1.3], [1.4, 1.9, 2.5], [-1.1, -1.8, -1.5], [-0.6, -0.3, -0.6], [1.5, 0.6, 0.5], [-0.9, 0.1, -0.3], [-0.1, 1.2, -0.4], [-1.0, -1.8, 0.7], [-0.2, -0.1, -0.7], [-0.4, 0.7, 0.4], [0.9, -0.4, -0.3], [0.4, 0.5, 0.2], [-0.9, 1.1, 0.8], [0.8, -0.8, 0.3], [-0.7, 0.5, 0.3], [-0.2, 0.0, -0.8], [0.4, 0.1, -0.2], [-0.8, 0.2, 0.9], [0.5, 0.1, 0.4], [-1.4, 0.4, -0.7], [1.1, -0.4, -0.7], [0.5, -0.9, -1.1], [-0.1, 0.1, -0.2], [0.2, -0.3, 0.2], [0.4, -0.2, -0.4], [0.6, 0.9, -0.3], [0.2, -0.2, -0.6], [-0.2, 0.6, -0.4], [-0.6, -0.6, -0.5], [0.3, -0.1, 0.2], [0.4, -0.1, 0.2], [0.3, -0.1, 0.2], [0.0, -0.3, 0.1], [0.9, 0.4, 0.0], [0.1, 0.3, -0.1], [0.1, 0.0, 0.1], [0.0, -0.2, 0.1], [-0.3, -0.1, -0.2], [0.0, 0.1, 0.0], [-0.1, 0.2, -0.5], [0.7, -0.7, -0.2], [-0.2, 0.5, 0.4], [0.2, -0.3, 1.0]], "total_charge": 0, "energy_ha": -1128.50608, "orbital_gap_ev": 8.6, "mol_weight_g_mol": 355.44, "spin_multiplicity": 1}

[3]
{"formula": "C23H21N3O6", "method": "ωB97M-V/def2-TZVPD", "species": ["C", "C", "N", "O", "C", "C", "C", "C", "O", "C", "C", "C", "C", "C", "C", "O", "O", "C", "C", "O", "N", "C", "C", "O", "N", "C", "C", "C", "C", "C", "C", "C", "H", "H", "H", "H", "H", "H", "H", "H", "H", "H", "H", "H", "H", "H", "H", "H", "H", "H", "H", "H", "H"], "coordinates": [[2.427, 1.124, 4.857], [2.592, 0.022, 3.881], [2.747, -1.221, 4.243], [2.873, -1.965, 3.118], [2.788, -1.170, 2.040], [2.889, -1.801, 0.701], [2.610, 0.124, 2.457], [2.465, 1.380, 1.661], [1.302, 2.121, 1.995], [0.082, 1.606, 1.699], [-1.017, 2.361, 2.118], [-2.303, 1.935, 1.850], [-2.521, 0.756, 1.160], [-1.430, 0.001, 0.741], [-1.683, -1.221, -0.049], [-2.774, -1.602, -0.393], [-0.546, -1.859, -0.406], [-0.715, -2.956, -1.290], [-1.560, -2.666, -2.534], [-2.207, -3.552, -3.043], [-1.557, -1.397, -3.037], [-2.665, -1.003, -3.886], [-3.478, 0.121, -3.253], [-4.660, 0.280, -3.423], [-2.728, 0.984, -2.509], [-1.351, 0.892, -2.362], [-0.588, 1.976, -1.950], [0.785, 1.853, -1.841], [1.403, 0.654, -2.156], [0.650, -0.437, -2.556], [-0.731, -0.334, -2.638], [-0.131, 0.421, 1.010], [2.432, 0.720, 5.865], [1.490, 1.647, 4.675], [3.240, 1.841, 4.749], [1.901, -2.102, 0.351], [3.320, -1.108, -0.016], [3.511, -2.690, 0.769], [3.286, 2.066, 1.897], [2.485, 1.160, 0.586], [-0.833, 3.281, 2.650], [-3.141, 2.529, 2.182], [-3.516, 0.406, 0.936], [-1.223, -3.781, -0.777], [0.290, -3.278, -1.571], [-2.296, -0.658, -4.860], [-3.307, -1.874, -4.039], [-3.201, 1.791, -2.123], [-1.077, 2.909, -1.712], [1.372, 2.700, -1.520], [2.478, 0.567, -2.104], [1.131, -1.370, -2.806], [0.688, -0.181, 0.663]], "forces_ev_per_angstrom": [[0.0, -0.1, 0.1], [0.1, -0.4, -0.5], [-0.1, 0.5, 1.2], [0.1, -0.3, -0.9], [0.0, 0.9, 0.2], [-0.1, -0.1, 0.2], [0.1, -0.6, -0.2], [0.3, -0.3, 0.0], [-0.1, 0.2, 0.1], [-0.4, 0.0, 0.0], [0.3, -0.1, 0.0], [0.0, 0.0, 0.0], [0.1, -0.3, -0.1], [0.0, 0.4, 0.3], [-0.3, -0.2, 0.0], [0.1, 0.0, 0.1], [0.1, 0.0, 0.3], [-0.3, -0.4, 0.0], [0.2, -0.2, 0.2], [0.0, -0.2, 0.1], [-0.2, 0.3, -0.3], [-0.4, -0.2, -0.3], [0.1, -0.2, -0.2], [-0.2, -0.1, -0.1], [-0.1, 0.4, 0.4], [0.4, -0.3, -0.1], [0.1, 0.0, -0.1], [-0.1, 0.0, 0.0], [0.1, -0.1, 0.0], [-0.1, 0.2, -0.1], [0.3, 0.4, 0.0], [0.1, 0.0, 0.1], [0.0, 0.0, 0.1], [0.0, 0.1, 0.0], [0.0, 0.1, 0.0], [0.0, 0.0, -0.1], [0.0, 0.0, -0.1], [0.1, 0.0, -0.1], [-0.1, -0.1, -0.2], [0.0, 0.1, 0.1], [0.0, 0.1, 0.1], [-0.1, 0.1, 0.0], [-0.1, 0.0, 0.0], [0.1, 0.2, -0.2], [-0.1, 0.0, 0.0], [-0.1, 0.0, 0.1], [0.1, 0.2, 0.0], [0.0, -0.1, -0.1], [-0.1, 0.1, 0.0], [0.1, 0.1, 0.0], [0.1, 0.0, 0.0], [0.0, -0.1, -0.1], [0.1, 0.0, -0.1]], "de_lowest_kcal_mol": 26.3, "total_charge": 0, "energy_ha": -1504.79091, "orbital_gap_ev": 8.8, "mol_weight_g_mol": 435.44, "spin_multiplicity": 1}

[4]
{"formula": "C23H22ClDyNP", "method": "ωB97M-V/def2-TZVPD", "species": ["Dy", "Cl", "P", "C", "C", "C", "C", "C", "C", "C", "C", "C", "C", "C", "C", "C", "C", "C", "C", "C", "C", "H", "H", "H", "H", "H", "H", "H", "H", "H", "H", "H", "H", "H", "H", "H", "H", "H", "C", "C", "C", "N", "C", "C", "H", "H", "H", "H", "H"], "coordinates": [[2.367, 0.667, -0.017], [2.879, 1.340, 2.293], [-0.108, -0.073, 0.916], [0.895, -1.385, 0.037], [0.456, -1.893, -1.199], [1.239, -2.831, -1.881], [2.529, -3.153, -1.426], [3.042, -2.526, -0.292], [2.216, -1.735, 0.512], [-0.407, -0.796, 2.532], [-0.950, 0.050, 3.526], [-1.146, -0.460, 4.808], [-0.843, -1.798, 5.111], [-0.350, -2.639, 4.099], [-0.150, -2.151, 2.805], [-1.712, 0.078, 0.101], [-2.061, 1.274, -0.562], [-3.296, 1.395, -1.180], [-4.217, 0.336, -1.117], [-3.893, -0.848, -0.450], [-2.636, -0.981, 0.155], [-1.191, 1.083, 3.285], [-1.525, 0.186, 5.592], [-0.987, -2.189, 6.121], [-0.120, -3.679, 4.327], [0.210, -2.820, 2.020], [-0.485, -1.527, -1.614], [0.862, -3.300, -2.786], [3.109, -3.913, -1.946], [4.071, -2.718, 0.037], [2.588, -1.342, 1.490], [-1.353, 2.102, -0.581], [-3.578, 2.314, -1.708], [-5.202, 0.439, -1.579], [-4.622, -1.671, -0.396], [-2.380, -1.905, 0.670], [0.865, -0.789, -3.553], [0.249, -0.345, -3.466], [1.315, 4.215, -3.145], [0.897, 4.616, -1.875], [1.040, 3.736, -0.821], [1.575, 2.492, -1.025], [1.937, 2.071, -2.280], [1.854, 2.940, -3.364], [1.239, 4.912, -3.963], [0.465, 5.599, -1.666], [0.777, 3.981, 0.203], [2.296, 1.028, -2.421], [2.241, 2.611, -4.325]], "forces_ev_per_angstrom": [[0.7, 1.1, 1.9], [0.0, -0.2, -0.9], [-0.1, -0.6, -0.1], [-0.2, -0.6, 0.1], [0.5, 0.1, 0.4], [0.6, -0.1, 0.2], [-0.8, 0.1, -0.4], [0.3, -0.2, 0.8], [-0.8, -0.2, -0.3], [-0.2, -0.1, 0.6], [0.5, -0.7, -0.1], [0.0, -0.3, 0.0], [0.2, 0.1, -0.7], [-0.2, 0.2, 0.2], [0.0, 0.4, 0.3], [-0.4, 0.0, -0.5], [0.3, -0.4, 0.2], [-0.6, -0.1, -0.1], [0.2, 0.1, 0.1], [0.2, -0.1, 0.1], [-0.2, 0.2, -0.2], [0.1, -0.1, 0.2], [0.0, 0.0, -0.1], [0.0, 0.2, -0.3], [-0.1, 0.2, -0.1], [-0.1, 0.2, 0.3], [0.2, -0.4, 0.2], [0.0, 0.1, 0.1], [0.0, 0.3, 0.0], [-0.5, -0.1, -0.1], [-0.3, -0.5, -0.6], [-0.1, -0.1, 0.0], [0.2, -0.4, 0.3], [0.4, 0.0, 0.1], [0.5, 0.5, 0.0], [-0.1, 0.2, 0.0], [-0.6, 0.6, -0.1], [0.6, -0.3, -0.2], [0.2, -0.2, 0.1], [-0.1, -0.1, 0.1], [0.8, -1.2, -0.4], [-0.4, 0.4, -1.2], [-0.5, 1.8, 0.5], [0.1, -0.3, 0.4], [0.0, 0.0, -0.2], [0.2, -0.3, -0.3], [0.0, -0.1, -0.1], [-0.1, 0.5, 0.0], [-0.3, 0.2, 0.0]], "de_lowest_kcal_mol": 0.0, "total_charge": 2, "energy_ha": -2630.45928, "orbital_gap_ev": [7.3, 7.3], "mol_weight_g_mol": 541.36, "spin_multiplicity": 6}

[5]
{"formula": "C23H22ClInNP", "method": "ωB97M-V/def2-TZVPD", "species": ["In", "Cl", "P", "C", "C", "C", "C", "C", "C", "C", "C", "C", "C", "C", "C", "C", "C", "C", "C", "C", "C", "H", "H", "H", "H", "H", "H", "H", "H", "H", "H", "H", "H", "H", "H", "H", "H", "H", "C", "C", "C", "N", "C", "C", "H", "H", "H", "H", "H"], "coordinates": [[-0.352, 0.695, 2.287], [-0.333, 1.554, 4.429], [-0.348, 0.638, 0.115], [-1.693, -0.180, -0.814], [-1.531, -0.911, -1.993], [-2.639, -1.476, -2.627], [-3.915, -1.313, -2.091], [-4.083, -0.597, -0.902], [-2.979, -0.043, -0.264], [-0.596, 2.415, -0.266], [0.260, 3.315, 0.392], [0.102, 4.688, 0.225], [-0.907, 5.178, -0.606], [-1.757, 4.290, -1.267], [-1.607, 2.913, -1.097], [1.212, 0.280, -0.775], [2.295, -0.212, -0.035], [3.524, -0.444, -0.651], [3.685, -0.174, -2.010], [2.619, 0.347, -2.749], [1.391, 0.580, -2.134], [1.051, 2.930, 1.034], [0.765, 5.375, 0.744], [-1.032, 6.249, -0.737], [-2.542, 4.669, -1.916], [-2.276, 2.227, -1.607], [-0.540, -1.058, -2.410], [-2.501, -2.051, -3.538], [-4.776, -1.752, -2.588], [-5.073, -0.480, -0.470], [-3.091, 0.494, 0.676], [2.159, -0.390, 1.029], [4.357, -0.827, -0.067], [4.643, -0.351, -2.491], [2.751, 0.580, -3.802], [0.575, 1.015, -2.705], [-0.460, -5.903, -3.886], [0.282, -5.870, -3.854], [1.717, -3.364, 4.022], [2.363, -2.134, 4.121], [1.749, -0.997, 3.593], [0.536, -1.092, 2.980], [-0.109, -2.286, 2.869], [0.473, -3.446, 3.394], [2.179, -4.251, 4.437], [3.327, -2.056, 4.607], [2.246, -0.039, 3.681], [-1.080, -2.340, 2.396], [-0.039, -4.396, 3.323]], "forces_ev_per_angstrom": [[0.1, 0.6, 5.9], [-0.3, 0.2, -0.9], [-0.4, 1.1, -8.7], [-0.6, -0.4, 0.9], [0.3, -0.1, 0.1], [0.0, 0.2, 0.2], [0.2, 0.1, 0.1], [0.1, 0.1, 0.1], [0.1, -0.2, -0.2], [-0.2, 0.6, 0.5], [-0.4, 0.0, -0.1], [0.1, -0.1, 0.0], [0.0, -0.3, 0.0], [0.2, 0.0, 0.1], [0.1, -0.2, 0.1], [0.7, -0.3, 1.0], [-0.1, 0.1, -0.2], [-0.1, 0.1, 0.0], [-0.2, 0.0, 0.2], [-0.1, -0.1, 0.4], [-0.3, 0.2, 0.0], [0.2, 0.2, 0.0], [-0.1, -0.1, -0.1], [0.0, -0.2, 0.0], [0.1, -0.1, 0.1], [0.0, 0.1, 0.0], [-0.1, 0.0, 0.0], [0.0, 0.1, 0.1], [0.1, 0.1, 0.1], [0.2, 0.0, -0.1], [-0.3, 0.1, -0.1], [0.3, -0.2, -0.2], [-0.1, 0.1, -0.1], [-0.2, 0.0, 0.1], [-0.1, 0.0, 0.2], [0.1, 0.0, 0.0], [0.1, 0.0, 0.0], [-0.1, 0.0, 0.0], [-0.3, 0.3, -0.2], [-0.3, 0.3, -0.3], [-0.3, -1.5, 0.2], [0.4, -1.1, 0.3], [1.5, -0.4, 0.9], [-0.1, 0.6, -0.1], [0.0, 0.0, 0.0], [-0.1, 0.1, 0.0], [-0.3, 0.2, -0.1], [0.0, 0.3, -0.1], [-0.1, 0.1, -0.1]], "total_charge": 2, "energy_ha": -1935.47912, "orbital_gap_ev": 7.3, "mol_weight_g_mol": 493.68, "spin_multiplicity": 1}